Here is a molecular structure, C49H49N9O8PbS2 at a distorted geometry from the OMol25 dataset. Energies are from the ωB97M-V functional and the def2-TZVPD basis.

Properties
gap between HOMO and LUMO	7.0	eV
total energy	-108321.1661	eV
E_HOMO	-8.5	eV
energy relative to the best compared isomer or geometry (same formula, charge and spin)	80.4	kJ/mol

Atoms and positions in Å:
Pb (1.1699, 0.5007, 0.5238)
C (-3.9895, -5.2802, -2.1791)
C (-3.8485, -4.4029, -0.9231)
N (-3.5398, -3.0347, -1.3470)
C (-4.6367, -2.0599, -1.3246)
C (-4.3749, -0.9176, -0.3334)
C (-2.2612, -2.6819, -1.6196)
S (-2.0756, -1.1531, -2.4438)
N (-1.2692, -3.4915, -1.3276)
C (-0.2138, -3.1469, -0.5914)
O (-0.0257, -1.9573, -0.1674)
C (0.6071, -4.3418, -0.1876)
C (1.6856, -4.2927, 0.6896)
C (2.3758, -5.4484, 1.0281)
C (1.9851, -6.6958, 0.5291)
C (0.9142, -6.7470, -0.3583)
C (0.2660, -5.5580, -0.7443)
H (-4.1834, -6.3118, -1.9248)
H (-3.0584, -5.2777, -2.7770)
H (-4.8220, -4.8869, -2.8097)
H (-3.0414, -4.7643, -0.2370)
H (-4.7577, -4.3577, -0.3271)
H (-5.5013, -2.6335, -0.9667)
H (-4.8268, -1.6544, -2.3635)
H (-3.8728, -1.3243, 0.5304)
H (-5.3414, -0.4962, 0.0202)
H (-3.7713, -0.1082, -0.7747)
H (1.9701, -3.3076, 1.1007)
H (3.2491, -5.3399, 1.6982)
H (2.5297, -7.6008, 0.7862)
H (0.5873, -7.6745, -0.7763)
H (-0.4866, -5.5796, -1.5395)
O (2.2185, 2.7394, 4.0527)
C (1.8491, 1.9223, 3.2122)
O (2.0841, 1.9641, 1.9281)
C (0.9916, 0.8211, 3.7486)
C (0.9597, 0.7069, 5.1979)
C (0.1137, -0.1874, 5.7531)
C (-0.7975, -0.9169, 4.9469)
C (-1.7478, -1.8007, 5.5234)
C (-2.6302, -2.4603, 4.6983)
C (-2.4975, -2.3304, 3.2805)
C (-1.5533, -1.5048, 2.6984)
C (-0.6708, -0.7708, 3.5091)
N (0.2475, 0.1071, 2.9543)
H (1.5690, 1.3880, 5.7988)
H (0.0172, -0.3865, 6.8382)
H (-1.7476, -1.9057, 6.6010)
H (-3.3863, -3.1324, 5.1025)
H (-3.1547, -2.9620, 2.6858)
H (-1.4437, -1.4839, 1.6230)
O (-0.3762, 3.9582, -2.9863)
C (-0.7472, 3.8690, -1.7358)
N (-1.5707, 4.7989, -1.2149)
C (-1.9047, 4.4855, 0.1920)
C (-1.1492, 3.0665, 0.2446)
O (-1.2682, 2.2452, 1.1520)
N (-0.4813, 2.8246, -0.9464)
C (-1.3180, 5.5140, 1.1542)
C (-0.2072, 5.1640, 1.9191)
C (0.5334, 6.1656, 2.5766)
C (0.0499, 7.4908, 2.6215)
C (-1.1150, 7.7795, 1.9035)
C (-1.8062, 6.8037, 1.1981)
C (-3.4119, 4.2533, 0.3703)
C (-4.0641, 3.3847, -0.5142)
C (-5.4427, 3.1932, -0.4396)
C (-6.1990, 3.8066, 0.5741)
C (-5.5211, 4.6170, 1.4995)
C (-4.1358, 4.8002, 1.4385)
H (-1.7527, 5.6952, -1.6666)
H (0.0506, 4.1221, 2.0354)
H (1.4651, 5.8873, 3.0727)
H (0.5784, 8.2745, 3.1800)
H (-1.4868, 8.7989, 1.8998)
H (-2.7030, 7.0644, 0.6311)
H (-3.5115, 2.8587, -1.2750)
H (-5.9267, 2.6633, -1.2395)
H (-7.2725, 3.7274, 0.6606)
H (-6.0506, 5.0707, 2.2988)
H (-3.6071, 5.3492, 2.1875)
C (6.1438, 1.3980, 1.2482)
C (6.2553, -0.1594, 1.2211)
C (5.6635, -0.8820, -0.0332)
C (5.7856, -2.4164, 0.0637)
C (5.2538, -3.2234, -1.1575)
C (6.3382, -0.4224, -1.3686)
O (7.5634, -0.1704, -1.4851)
N (5.4877, -0.2090, -2.4603)
C (4.1174, 0.1526, -2.3501)
O (3.5587, 0.6330, -3.3308)
N (3.5335, -0.0245, -1.1247)
C (4.1291, -0.5037, -0.0141)
O (3.4355, -0.6398, 1.0437)
H (6.5862, 1.7533, 2.1806)
H (5.0956, 1.7551, 1.2897)
H (6.6904, 1.8513, 0.3887)
H (5.8324, -0.5779, 2.1500)
H (7.3565, -0.4265, 1.2793)
H (5.2375, -2.7154, 1.0009)
H (6.8856, -2.6302, 0.1682)
H (4.2551, -2.9202, -1.4168)
H (5.2328, -4.3002, -0.9602)
H (5.8950, -3.1272, -2.0211)
H (5.9573, 0.1050, -3.3063)
C (0.1053, -1.7176, -6.0182)
N (0.0419, -0.2761, -5.6751)
C (0.0403, 0.8220, -6.5001)
C (-0.0569, 1.9096, -5.6786)
N (-0.0295, 1.5755, -4.3659)
C (0.0408, 0.2396, -4.3954)
S (0.2208, -0.8710, -3.0411)
H (0.3277, -1.9117, -7.0539)
H (-0.8624, -2.1483, -5.7937)
H (0.8327, -2.1667, -5.3430)
H (-0.0994, 0.7261, -7.5717)
H (-0.2430, 2.9385, -6.0191)
H (-0.1196, 3.0675, -3.3567)

=====

Here is a molecular structure, C49H49NiOP3S2Si from the OMol25 dataset. Energies are from the ωB97M-V functional and the def2-TZVPD basis.

Properties
gap between HOMO and LUMO (alpha / beta)	5.2 / 5.2	eV
total charge	-2
total energy	-152118.0413	eV
E_HOMO (alpha / beta)	-0.9 / -0.9	eV

Atoms and positions in Å:
Ni (-0.6615, -0.8149, 0.2676)
S (0.8953, -1.4045, 2.5162)
P (1.4503, 0.3894, 1.7522)
C (0.4211, 0.8719, 0.3096)
P (1.1628, 0.8703, -1.3617)
S (-1.2270, 1.2280, 0.6846)
C (2.2054, 2.4289, -1.3379)
C (1.7944, 3.6356, -0.7716)
C (2.6457, 4.7289, -0.7071)
C (3.9439, 4.6315, -1.1973)
C (4.3733, 3.4360, -1.7553)
C (3.5072, 2.3503, -1.8261)
C (-0.1567, 1.5464, -2.4959)
C (-0.9909, 2.6538, -2.3085)
C (-1.8334, 3.0952, -3.3153)
C (-1.8794, 2.4337, -4.5383)
C (-1.0856, 1.3168, -4.7353)
C (-0.2377, 0.8827, -3.7196)
C (0.5071, 1.5620, 2.9840)
C (0.6614, 2.9397, 2.8017)
C (0.1063, 3.8636, 3.6710)
C (-0.6194, 3.4299, 4.7762)
C (-0.7657, 2.0671, 4.9868)
C (-0.2047, 1.1490, 4.1037)
C (2.9940, 1.1065, 2.5132)
C (3.4234, 0.6164, 3.7439)
C (4.5638, 1.1248, 4.3532)
C (5.2795, 2.1553, 3.7580)
C (4.8499, 2.6573, 2.5360)
C (3.7297, 2.1268, 1.9141)
H (0.8037, 3.7049, -0.3389)
H (2.3051, 5.6525, -0.2521)
H (4.6189, 5.4772, -1.1293)
H (5.3899, 3.3396, -2.1208)
H (3.8527, 1.4056, -2.2381)
H (-0.9903, 3.1648, -1.3579)
H (-2.4725, 3.9538, -3.1411)
H (-2.5463, 2.7792, -5.3212)
H (-1.1254, 0.7751, -5.6740)
H (0.3771, 0.0011, -3.8686)
H (1.2232, 3.2994, 1.9441)
H (0.2388, 4.9253, 3.4871)
H (-1.0598, 4.1453, 5.4627)
H (-1.3286, 1.7102, 5.8440)
H (-0.3340, 0.0847, 4.2597)
H (2.8545, -0.1786, 4.2133)
H (4.8885, 0.7159, 5.3042)
H (6.1646, 2.5579, 4.2380)
H (5.4011, 3.4530, 2.0464)
H (3.4391, 2.4995, 0.9407)
C (-1.7481, -3.7702, 1.9255)
C (-3.1512, -3.7948, 1.3982)
C (-4.0619, -4.7036, 1.9407)
C (-5.3651, -4.8021, 1.4815)
C (-5.7893, -3.9785, 0.4506)
C (-4.9009, -3.0628, -0.0920)
C (-3.5880, -2.9464, 0.3685)
P (-2.4465, -1.7219, -0.4298)
C (-3.6585, -0.5163, -1.0940)
C (-3.6691, -0.2029, -2.4508)
C (-4.5206, 0.7665, -2.9597)
C (-5.3635, 1.4552, -2.1046)
C (-5.3314, 1.1774, -0.7461)
C (-4.4882, 0.2054, -0.2164)
C (-4.4829, -0.0227, 1.2716)
C (-1.8546, -2.6532, -1.8831)
C (-2.6376, -3.2326, -2.8744)
C (-2.0552, -3.6999, -4.0439)
C (-0.6739, -3.5766, -4.2043)
C (0.1155, -3.0628, -3.1893)
C (-0.4446, -2.6320, -1.9751)
C (0.3370, -2.1784, -0.8043)
H (-1.6654, -4.3960, 2.8155)
H (-1.4085, -2.7621, 2.1686)
H (-1.0422, -4.1446, 1.1807)
H (-3.7273, -5.3482, 2.7464)
H (-6.0442, -5.5204, 1.9269)
H (-6.8039, -4.0405, 0.0743)
H (-5.2405, -2.4034, -0.8825)
H (-2.9886, -0.7102, -3.1210)
H (-4.4955, 0.9981, -4.0171)
H (-6.0237, 2.2266, -2.4850)
H (-5.9614, 1.7410, -0.0657)
H (-4.9035, 0.8428, 1.7845)
H (-3.4668, -0.1703, 1.6452)
H (-5.0693, -0.9041, 1.5432)
H (-3.7162, -3.2720, -2.7568)
H (-2.6673, -4.1223, -4.8321)
H (-0.2089, -3.9023, -5.1293)
H (1.1920, -3.0040, -3.3104)
H (1.3614, -1.9242, -1.0633)
H (0.3584, -2.9878, -0.0634)
C (3.8989, -2.8023, 1.2857)
Si (3.9230, -1.2233, 0.2710)
C (5.5581, -0.3704, 0.6824)
C (4.0625, -1.7239, -1.5479)
O (2.6661, -0.2295, 0.4788)
H (4.7859, -3.4026, 1.0500)
H (3.0002, -3.3825, 1.0712)
H (3.8926, -2.5780, 2.3542)
H (6.3941, -1.0284, 0.4197)
H (5.6269, -0.1325, 1.7467)
H (5.6707, 0.5661, 0.1284)
H (5.1106, -1.8886, -1.8203)
H (3.6463, -0.9468, -2.1964)
H (3.5117, -2.6454, -1.7513)

=====

Here is a molecular structure, C49H50N9O3PRbS4 from the OMol25 dataset. Energies are from the ωB97M-V functional and the def2-TZVPD basis.

Properties
gap between HOMO and LUMO	3.8	eV
total charge	-1
total energy	-124465.1443	eV
E_HOMO	-2.1	eV
energy relative to the best compared isomer or geometry (same formula, charge and spin)	50.6	kJ/mol

Atoms and positions in Å:
Rb (0.3853, 1.0715, 0.3699)
N (1.7514, -2.0208, -3.3935)
C (1.5503, -0.9583, -4.2422)
C (1.6407, -0.8166, -5.6208)
C (1.3915, 0.4446, -6.1304)
C (1.0440, 1.5177, -5.2967)
C (0.9362, 1.3632, -3.9268)
C (1.2034, 0.1049, -3.3951)
N (1.2152, -0.3104, -2.0809)
C (1.5586, -1.5592, -2.1145)
C (1.7680, -2.3860, -0.9456)
C (2.3697, -3.6048, -0.9388)
S (2.3984, -4.2193, 0.6572)
C (1.6034, -2.7935, 1.1979)
N (1.3401, -1.9328, 0.2758)
H (1.9670, -2.9649, -3.6588)
H (1.8852, -1.6493, -6.2691)
H (1.4494, 0.6041, -7.2002)
H (0.8480, 2.4847, -5.7413)
H (0.6650, 2.1860, -3.2776)
H (2.8091, -4.1427, -1.7638)
H (1.3326, -2.6491, 2.2311)
O (4.2488, 5.2218, 0.0398)
C (3.5873, 5.3977, 1.1933)
C (3.5984, 6.6821, 1.7489)
C (2.9417, 6.9491, 2.9344)
C (2.2570, 5.9337, 3.5958)
C (2.2474, 4.6646, 3.0465)
C (2.8977, 4.3587, 1.8548)
C (2.8361, 2.9496, 1.3357)
O (2.2214, 2.0506, 1.9775)
N (3.4712, 2.7983, 0.1780)
N (3.5417, 1.5035, -0.3065)
C (4.1477, 1.4230, -1.4125)
S (4.7236, 2.8290, -2.3408)
C (5.5223, 1.8520, -3.6421)
C (4.7649, 0.5448, -3.7966)
S (4.5389, -0.1373, -2.1364)
H (4.1336, 4.2467, -0.1933)
H (4.1352, 7.4551, 1.2126)
H (2.9583, 7.9537, 3.3423)
H (1.7293, 6.1313, 4.5205)
H (1.7108, 3.8714, 3.5407)
H (6.5640, 1.6742, -3.3793)
H (5.4794, 2.4380, -4.5608)
H (5.3293, -0.1803, -4.3837)
H (3.7923, 0.7071, -4.2644)
O (-1.9044, 2.2597, -0.4952)
C (-2.9165, 1.7082, -0.8526)
C (-3.8576, 1.3914, -1.7756)
C (-5.0859, 2.1730, -1.8689)
C (-6.1598, 1.7058, -2.5558)
C (-6.1399, 0.4456, -3.2233)
C (-4.9548, -0.2607, -3.2415)
C (-3.7938, 0.1840, -2.5958)
P (-2.2506, -0.7057, -2.5960)
C (-2.5211, -2.1687, -1.5131)
C (-1.4847, -3.0919, -1.3502)
C (-1.5968, -4.1502, -0.4601)
C (-2.7516, -4.2935, 0.3008)
C (-3.7795, -3.3703, 0.1653)
C (-3.6672, -2.3150, -0.7343)
C (-2.1693, -1.4781, -4.2602)
C (-2.0400, -0.6038, -5.3442)
C (-1.9118, -1.0796, -6.6384)
C (-1.8889, -2.4482, -6.8826)
C (-2.0139, -3.3278, -5.8178)
C (-2.1620, -2.8489, -4.5195)
H (-5.1274, 3.1344, -1.3675)
H (-7.0490, 2.3249, -2.6118)
H (-7.0099, 0.0934, -3.7626)
H (-4.8909, -1.1853, -3.8083)
H (-0.5766, -2.9764, -1.9379)
H (-0.7793, -4.8564, -0.3526)
H (-2.8455, -5.1177, 0.9988)
H (-4.6770, -3.4690, 0.7651)
H (-4.4656, -1.5889, -0.8340)
H (-2.0490, 0.4649, -5.1574)
H (-1.8185, -0.3799, -7.4608)
H (-1.7812, -2.8220, -7.8937)
H (-2.0128, -4.3976, -5.9951)
H (-2.2834, -3.5525, -3.7044)
C (2.1415, -3.1302, 4.9552)
N (1.1925, -2.0582, 4.6844)
C (1.7901, -0.7545, 4.4593)
C (-0.0990, -2.2926, 4.2831)
S (-0.9356, -1.2259, 3.3282)
N (-0.6337, -3.4857, 4.7287)
C (-0.5847, -3.7749, 6.1577)
C (-1.8819, -3.9150, 4.1222)
H (3.0109, -3.0216, 4.2983)
H (1.6821, -4.0948, 4.7657)
H (2.5033, -3.1079, 5.9876)
H (2.6102, -0.6272, 5.1667)
H (1.0399, 0.0123, 4.6163)
H (2.1743, -0.6350, 3.4407)
H (0.3078, -3.3619, 6.6152)
H (-0.5944, -4.8551, 6.3161)
H (-1.4567, -3.3444, 6.6648)
H (-1.8249, -3.8063, 3.0427)
H (-2.7306, -3.3218, 4.4783)
H (-2.0417, -4.9632, 4.3803)
C (0.5180, 2.6938, 5.9489)
C (-0.4487, 2.4576, 4.8308)
C (-1.8263, 2.4846, 4.8178)
C (-2.1958, 2.1916, 3.4898)
N (-1.1257, 1.9832, 2.7408)
N (-0.0717, 2.1540, 3.5691)
C (-3.5632, 2.0796, 2.8944)
H (0.0450, 3.2815, 6.7342)
H (1.4025, 3.2326, 5.6086)
H (0.8545, 1.7557, 6.3952)
H (-2.4765, 2.6975, 5.6526)
H (0.8773, 2.1271, 3.1684)
H (-4.3301, 2.2827, 3.6418)
H (-3.7223, 1.0782, 2.4910)
H (-3.6808, 2.7796, 2.0669)

=====

Here is 7 unconnected molecules or ions with the total composition C49H51FO22 at a distorted geometry from the OMol25 dataset. Energies are from the ωB97M-V functional and the def2-TZVPD basis.

Properties
gap between HOMO and LUMO	7.5	eV
SMILES	C#Cc1ccc(CCCCCOC)c2c1C(=O)c1c(Cc3ccccc3)cc(CC(=O)F)cc1C2=O.O=C1OCCO1.O=C1OCCO1.O=C1OCCO1.O=C1OCCO1.O=C1OCCO1.O=C1OCCO1
total energy	-99393.6162	eV
E_HOMO	-8.3	eV
energy relative to the best compared isomer or geometry (same formula, charge and spin)	669.7	kJ/mol

Atoms and positions in Å:
C (3.9444, -2.9275, 0.3309)
C (4.8517, -2.1163, 0.4715)
C (5.5895, -0.8042, 0.8542)
C (6.8261, -0.8557, 1.7184)
C (7.5671, 0.4033, 2.1101)
C (7.0807, 1.7731, 1.6726)
C (7.8358, 3.0722, 2.1277)
C (8.9338, 3.6302, 1.0980)
C (9.2124, 2.7238, -0.1741)
C (10.2206, 1.4961, 0.1266)
C (10.0547, 0.3185, -0.9416)
O (9.0189, -0.6229, -0.6093)
C (9.5622, -1.8373, -0.0674)
C (5.8467, 1.7934, 0.8317)
C (5.0869, 0.5478, 0.4044)
C (3.7699, 0.7280, -0.4688)
O (3.5015, 0.0234, -1.4261)
C (2.8564, 1.9447, -0.0068)
C (1.3702, 1.8506, -0.0091)
C (0.5450, 0.6069, -0.4916)
C (-0.3992, -0.0231, 0.6175)
C (-1.2598, -1.1897, 0.1606)
C (-2.1884, -1.9373, 1.0612)
C (-2.2552, -1.4847, 2.5035)
C (-1.4173, -0.3193, 2.9512)
C (-0.4848, 0.4348, 2.0420)
C (0.6138, 3.0612, 0.4994)
C (1.3314, 4.3041, 0.9779)
C (0.5836, 5.5844, 1.5049)
C (0.2605, 5.5653, 3.0455)
O (1.0024, 5.2413, 3.9242)
F (-1.0318, 6.0198, 3.4406)
C (2.8478, 4.3672, 0.9265)
C (3.6144, 3.1907, 0.4335)
C (5.2017, 3.1609, 0.3433)
O (5.8493, 4.0968, -0.0992)
H (3.0848, -3.6464, 0.2698)
H (7.2092, -1.8572, 2.0879)
H (8.4730, 0.2997, 2.7719)
H (7.0647, 3.8976, 2.2632)
H (8.3618, 2.9022, 3.1212)
H (9.8908, 3.8319, 1.6624)
H (8.5506, 4.6284, 0.7155)
H (8.2849, 2.3836, -0.7241)
H (9.7865, 3.3840, -0.9113)
H (11.2695, 1.9156, -0.0436)
H (10.0669, 1.1653, 1.1950)
H (9.7678, 0.7864, -1.9337)
H (11.0504, -0.2244, -1.0806)
H (10.0366, -1.6195, 0.9397)
H (8.6696, -2.5177, 0.1363)
H (10.2398, -2.4025, -0.7733)
H (1.1560, -0.2244, -0.9424)
H (-0.1542, 0.9866, -1.3127)
H (-1.1920, -1.5167, -0.9227)
H (-2.8259, -2.7988, 0.7210)
H (-2.9340, -2.0438, 3.2059)
H (-1.5266, -0.0218, 4.0345)
H (0.1338, 1.3132, 2.3949)
H (-0.5142, 3.0826, 0.5595)
H (-0.4057, 5.7410, 0.9403)
H (1.2533, 6.4862, 1.3062)
H (3.3831, 5.2898, 1.2814)
C (-4.3200, 7.0817, 0.7356)
C (-3.1536, 7.7661, 0.0848)
O (-2.3900, 6.6775, -0.4268)
C (-3.2444, 5.6309, -0.5896)
O (-2.9643, 4.6170, -1.1564)
O (-4.4539, 5.8872, -0.0279)
H (-5.2321, 7.6766, 0.6898)
H (-4.1221, 6.8149, 1.7771)
H (-3.4545, 8.4082, -0.7473)
H (-2.5676, 8.3541, 0.7914)
C (-3.4275, 5.7330, -3.8799)
C (-3.9678, 5.4251, -5.2456)
O (-4.8870, 6.4917, -5.4723)
C (-4.4978, 7.5329, -4.6827)
O (-4.9504, 8.6343, -4.7520)
O (-3.5287, 7.1535, -3.8085)
H (-2.3941, 5.4107, -3.7574)
H (-4.0311, 5.2966, -3.0832)
H (-3.1956, 5.4536, -6.0189)
H (-4.4734, 4.4599, -5.2864)
C (-5.5828, -5.8290, 2.5569)
C (-4.1326, -5.9760, 2.2069)
O (-3.5771, -4.7297, 2.6137)
C (-4.3988, -4.2162, 3.5681)
O (-4.1380, -3.2618, 4.2389)
O (-5.5527, -4.9277, 3.6611)
H (-6.0424, -6.7758, 2.8399)
H (-6.1650, -5.3799, 1.7486)
H (-3.6453, -6.7793, 2.7671)
H (-3.9768, -6.1419, 1.1423)
C (-8.6554, 6.3458, -5.4710)
C (-7.6998, 5.7541, -6.4654)
O (-8.2359, 4.4532, -6.6883)
C (-9.5602, 4.5041, -6.3772)
O (-10.3401, 3.6324, -6.6079)
O (-9.8783, 5.6805, -5.7690)
H (-8.7623, 7.4245, -5.5851)
H (-8.3752, 6.1241, -4.4373)
H (-7.6908, 6.3000, -7.4131)
H (-6.6816, 5.6956, -6.0814)
C (-4.6654, -9.9463, -0.2962)
C (-3.8522, -9.5969, -1.5076)
O (-4.4087, -8.3508, -1.9163)
C (-4.9898, -7.7911, -0.8227)
O (-5.4028, -6.6710, -0.7766)
O (-5.0396, -8.6698, 0.2152)
H (-4.0944, -10.5089, 0.4415)
H (-5.5703, -10.5057, -0.5461)
H (-2.7937, -9.4521, -1.2746)
H (-3.9412, -10.3410, -2.2987)
C (-1.1416, -12.1316, 3.6175)
C (-2.4528, -11.8649, 4.2982)
O (-3.3733, -11.8307, 3.2129)
C (-2.8229, -12.5467, 2.1950)
O (-3.4037, -12.8564, 1.1988)
O (-1.5275, -12.8641, 2.4594)
H (-0.4603, -12.7147, 4.2369)
H (-0.6380, -11.2134, 3.3033)
H (-2.7415, -12.6680, 4.9813)
H (-2.4568, -10.9199, 4.8415)